Computed, not measured: a molecular structure, C28H52Cl20MgO8 at a distorted geometry, with ωB97M-V with the def2-TZVPD basis set.

Computed properties:
E ... -11104.1354 Ha
Molar mass ... 1250.08 g/mol
Charge ... -2
Orbital gap ... 4.17 eV
HOMO energy ... -0.05979 hartree

Cartesian coordinates (Å):
Cl  5.21987  0.47289  -4.42899
Cl  2.98647  2.53642  -2.54884
Cl  0.59996  -2.56069  -1.44559
Cl  0.47925  2.27563  3.02225
Cl  4.26667  -3.17007  0.01011
Cl  -4.02478  4.90150  -2.77280
Cl  2.20251  -0.55781  4.87994
Cl  6.95148  -2.70725  2.14058
Cl  0.12727  -3.75998  2.83897
Cl  5.26257  1.67091  0.80645
Cl  -1.81535  -2.45505  -5.95714
Cl  1.23184  -6.65819  -1.16406
Cl  -3.11870  0.26415  -5.12934
Cl  -5.39914  1.84074  -2.74212
Cl  0.02454  2.05418  -6.34966
Cl  5.56679  5.92365  1.76583
Cl  2.24562  4.78872  0.00106
Cl  -3.04095  -3.24356  -0.78034
Cl  -4.02110  -5.87837  2.47300
Cl  -0.76435  3.53091  -3.78456
Mg  -2.39671  0.51821  1.94625
O  -3.03617  2.07258  3.17975
O  -5.03061  2.11417  4.04975
O  -1.27566  -0.45426  0.68012
O  -6.48468  -0.23904  2.06461
O  -1.56275  1.54142  0.46607
O  -4.10412  -1.01599  4.45634
O  -2.27050  -0.85601  3.42029
O  -4.37660  -0.04621  1.73407
C  5.93576  -3.73266  -0.24133
C  -0.95310  0.54506  0.11475
C  1.54788  -2.74933  3.16328
C  0.83894  -5.10788  -0.64793
C  6.82780  -2.55222  0.35179
C  0.80370  3.98736  -4.63448
C  -3.63136  3.63608  -1.52870
C  -2.50089  -2.60785  5.05989
C  5.38123  4.16622  1.82310
C  -5.53199  -0.33311  1.27716
C  5.69503  3.32652  0.50928
C  1.17971  -1.93770  4.44656
C  -3.36484  -4.49458  1.51902
C  -1.60953  -0.24013  -4.27725
C  0.82238  -4.25377  -1.94175
C  -3.78448  -4.61317  0.05880
C  1.32688  2.63422  -5.25140
C  3.30085  0.75055  -2.52310
C  -5.90233  -0.56773  -0.14184
C  -3.75349  4.19624  4.00387
C  -2.92875  -1.42081  4.27764
C  -3.95247  2.73457  3.80438
C  0.29309  0.64203  -0.79177
C  1.76649  3.05411  2.08072
C  1.02081  3.96623  1.05532
C  -1.54980  -1.81166  -4.33619
C  -3.69975  2.29111  -2.22956
C  4.75021  0.46630  -2.70343
H  1.58947  -4.68697  0.02114
H  1.82954  -4.33198  -2.35117
H  -5.08436  -0.40289  -0.84316
H  -3.31310  -3.25313  5.39459
H  5.50682  1.15474  -2.32701
H  -2.78794  4.55488  3.64724
H  -1.88477  -3.27832  4.46075
H  -3.29447  -5.50955  -0.32131
H  5.19032  3.66845  -0.39430
H  6.07551  -4.77076  0.06020
H  -4.04227  4.48165  5.01543
H  2.61048  0.33794  -3.25879
H  4.34917  4.02293  2.14312
H  0.53585  1.65153  -1.12353
H  7.84420  -2.61328  -0.03719
H  -2.65981  3.81551  -1.06826
H  -4.59250  4.66682  3.49133
H  0.40272  4.75287  1.48807
H  1.70920  1.90783  -4.53425
H  6.00731  3.74470  2.60952
H  2.31841  2.23558  1.61867
H  -0.63414  -2.32496  -4.04261
H  1.68338  -2.12188  2.28235
H  -2.30930  -4.55553  1.78398
H  1.16933  0.23632  -0.28608
H  2.42006  3.64412  2.72325
H  2.25451  2.93193  -5.74024
H  6.06212  -3.65092  -1.32089
H  0.64377  4.77275  -5.37318
H  1.51191  4.45990  -3.95385
H  0.13333  0.19001  -1.77067
H  0.26740  -1.40873  4.17090
H  -6.25850  -1.59050  -0.26504
H  6.74808  3.38661  0.23435
H  6.39768  -1.62372  -0.02369
H  4.90916  -0.57023  -2.40602
H  -3.65643  -3.52357  1.91929
H  1.11615  -2.56114  5.33839
H  -2.09418  -2.23955  6.00171
H  -1.71752  0.11596  -3.25273
H  0.27942  3.45874  0.43814
H  -0.64496  0.06762  -4.68098
H  -2.35846  -2.29876  -3.79131
H  -6.64963  0.16642  -0.44296
H  2.93638  0.30686  -1.59660
H  -4.87037  -4.54800  -0.00986
H  -0.11712  -5.17768  -0.12912
H  -4.37585  3.70349  -0.73542
H  -3.02889  2.28553  -3.08864
H  0.04087  -4.67330  -2.57526
H  2.35321  -3.47581  3.27189
H  -3.29203  1.59216  -1.49927



Computed, not measured: 3 unconnected molecules or ions with the total composition C28H52N5O12P3 at a distorted geometry, with ωB97M-V with the def2-TZVPD basis set.

Computed properties:
E ... -3298.9301 Ha
Molar mass ... 743.67 g/mol
Orbital gap ... 8.09 eV
HOMO energy ... -0.32854 hartree

Cartesian coordinates (Å):
P  1.92416  6.17940  -4.46847
P  -1.31376  4.15855  3.44886
P  2.49406  -5.22777  0.48672
O  -2.67256  4.52438  4.24760
O  3.36697  -4.43598  -0.66259
O  2.82010  -3.92199  1.43791
O  0.91096  4.89128  -4.64747
O  -3.66133  -4.02695  1.38834
O  -1.15174  5.27409  2.30969
O  3.22276  5.59423  -4.92165
O  1.52359  7.05159  -5.79831
O  -0.21257  4.10627  4.41732
O  1.44026  -5.82533  1.37569
O  3.76992  -6.18808  0.92862
O  0.85320  7.10439  -3.63930
N  2.14996  2.71184  0.20989
N  -5.38650  1.18617  2.57177
N  -6.76393  -3.37467  2.82510
N  -2.84104  2.11844  2.62925
N  -0.63238  0.54532  1.59423
C  -0.50321  1.72337  2.16519
C  0.92862  2.27777  2.29722
C  3.80575  -8.30320  -0.29280
C  -0.22275  6.64837  -2.82850
C  -3.68165  -3.05360  0.35160
C  3.63477  -7.59932  1.03995
C  1.79418  1.85828  1.08258
C  1.08129  3.31865  -2.79006
C  2.49913  7.36010  -6.79326
C  -3.48954  -1.66017  0.97006
C  -6.01898  -1.47671  1.51320
C  -5.68590  -1.67465  4.18234
C  -3.02153  0.88689  2.08739
C  1.88790  -3.47930  2.42350
C  1.30684  3.57754  -4.26602
C  4.08868  -5.59527  -2.67966
C  -1.94112  0.15061  1.57573
C  4.49408  -4.92474  -1.37965
C  -4.58965  -0.89692  1.51203
C  0.19443  6.48253  -1.37791
C  2.50520  6.31376  -7.89230
C  -2.23316  -1.12709  1.01756
C  2.17939  -4.11135  3.77208
C  -4.35955  0.35192  2.04231
C  -6.20211  -2.23442  2.84336
C  -2.31881  -4.41446  1.70228
C  -1.58783  2.52165  2.66640
C  2.28830  0.42896  0.89369
H  -1.40718  -1.72450  0.62820
H  -1.56772  -3.76617  1.23622
H  -2.18556  -5.45314  1.35970
H  5.13056  -5.56423  -0.77475
H  2.34588  3.37269  -4.52789
H  0.37677  7.45781  -0.92212
H  -6.30625  -2.03956  5.01029
H  -5.64091  1.90562  1.89857
H  -2.97473  3.75157  4.74500
H  3.28013  -6.31028  -2.52313
H  1.37114  1.79639  3.18170
H  -2.92771  -3.25113  -0.42623
H  3.48571  7.47350  -6.34566
H  2.52763  5.30029  -7.49264
H  1.68134  -0.03610  0.10385
H  2.22867  8.32891  -7.21812
H  -0.98867  7.42546  -2.88687
H  3.36800  6.45083  -8.54705
H  0.69510  2.88635  -4.85036
H  4.75920  -8.04193  -0.75494
H  -4.63654  -1.97397  4.33511
H  -4.65541  -3.04802  -0.15759
H  -5.69583  -0.57775  4.23460
H  3.09729  -3.69608  4.19254
H  3.71800  -4.85371  -3.38954
H  -0.58488  5.97759  -0.80486
H  -6.76992  -3.72680  3.78524
H  0.04109  3.50882  -2.51534
H  1.36296  -3.91726  4.47073
H  1.99424  -2.39604  2.50186
H  -1.03383  6.14724  2.71334
H  3.32527  0.43646  0.53448
H  2.68263  -7.88157  1.49192
H  0.95567  3.36915  2.31953
H  3.77473  -9.38601  -0.16377
H  -6.73413  -0.64991  1.42002
H  4.93823  -6.10739  -3.13283
H  1.76168  3.63099  0.43779
H  1.59925  6.39544  -8.49623
H  5.10094  -4.04626  -1.61189
H  -2.13663  -4.37945  2.78754
H  2.25725  -0.15356  1.82205
H  -6.22669  0.65467  2.75614
H  4.41776  -7.93248  1.72449
H  1.31699  2.28566  -2.53548
H  1.71167  3.96861  -2.18176
H  2.32600  -5.18847  3.69714
H  -6.13870  -2.19025  0.69556
H  -0.69171  5.74977  -3.22078
H  0.86436  -3.67554  2.10422
H  1.12428  5.91881  -1.29392
H  3.00958  -8.01950  -0.98558



Among the records above, which one has the lowest molar mass? C28H52N5O12P3



Which of these has the highest HOMO energy? C28H52Cl20MgO8



Which value of HOMO energy does entry 2 give? -0.32854 hartree



Which value of orbital gap does entry 1 give? 4.17 eV